Entry 1:
C37H89N7O13 | ωB97M-V/def2-TZVPD

Geometry as ORCA input:
```
! RIJCOSX wB97M-V def2-TZVPD def2/J DEFGRID3
* xyz 0 1
C 7.353 13.734 12.339
C 8.730 13.262 11.802
C 8.658 13.311 10.262
C 8.617 14.715 9.831
C 9.823 15.525 10.275
C 9.983 15.611 11.782
N 9.784 14.187 12.334
O 9.722 14.213 13.766
C 11.398 16.002 12.297
C 8.989 16.609 12.335
C 9.064 11.908 12.497
H 6.655 12.885 12.265
H 6.911 14.569 11.798
H 7.293 13.918 13.415
H 9.535 12.867 9.785
H 7.693 12.898 10.028
H 7.720 15.212 10.173
H 8.544 14.846 8.742
H 9.686 16.551 9.882
H 10.752 15.167 9.814
H 11.669 16.995 11.955
H 11.553 15.926 13.393
H 12.042 15.250 11.865
H 8.004 16.272 12.046
H 8.940 16.758 13.412
H 9.067 17.627 11.914
H 8.439 11.144 12.053
H 8.803 11.873 13.547
H 10.136 11.712 12.412
H 8.772 14.298 13.950
C 9.972 14.417 22.739
C 8.942 13.339 23.108
C 8.321 13.846 24.454
C 7.279 14.998 24.295
C 6.113 14.559 23.347
C 6.713 14.167 21.988
N 7.880 13.253 22.078
O 8.420 12.950 20.816
C 5.671 13.408 21.125
C 7.129 15.407 21.274
C 9.697 11.968 23.267
H 9.586 15.423 22.774
H 10.383 14.249 21.747
H 10.774 14.386 23.491
H 7.802 12.994 24.907
H 9.171 14.089 25.148
H 7.634 15.816 23.683
H 6.854 15.398 25.227
H 5.511 15.445 23.141
H 5.459 13.809 23.777
H 6.163 13.303 20.147
H 5.325 12.468 21.543
H 4.717 13.968 21.060
H 7.701 15.191 20.360
H 6.320 16.140 21.149
H 7.777 15.995 21.922
H 10.239 12.042 24.210
H 10.474 11.829 22.532
H 9.015 11.103 23.372
H 8.427 11.966 20.866
C 17.272 15.502 14.236
C 17.102 14.333 15.216
C 18.077 14.420 16.377
C 17.750 13.343 17.451
C 16.348 13.675 18.086
C 15.265 13.624 16.896
N 15.735 14.452 15.764
O 14.731 14.596 14.756
C 15.010 12.163 16.517
C 13.926 14.117 17.442
C 17.404 13.035 14.447
H 18.314 15.390 13.952
H 17.059 16.436 14.705
H 16.770 15.539 13.283
H 19.097 14.165 16.044
H 18.048 15.402 16.868
H 18.448 13.214 18.256
H 17.630 12.388 16.944
H 16.390 14.600 18.702
H 16.021 12.871 18.769
H 15.855 11.604 16.200
H 14.587 11.652 17.400
H 14.260 12.093 15.717
H 13.951 15.191 17.692
H 13.118 13.986 16.688
H 13.676 13.588 18.382
H 17.354 12.184 15.091
H 18.415 13.008 14.024
H 16.617 12.915 13.684
H 14.801 13.735 14.345
C 12.208 17.149 20.943
O 13.213 16.910 20.291
N 11.018 17.239 20.311
N 12.113 17.307 22.245
H 10.189 17.469 20.824
H 11.170 17.687 19.422
H 11.333 16.864 22.701
H 12.962 17.120 22.739
C 9.608 14.352 17.379
O 8.697 13.568 17.090
N 10.219 15.029 16.412
N 9.990 14.533 18.644
H 9.890 14.949 15.481
H 10.999 15.658 16.445
H 9.485 14.038 19.379
H 10.700 15.192 18.923
C 10.751 18.919 15.881
C 11.624 19.515 16.908
O 12.245 18.632 17.876
O 11.455 18.116 14.908
H 10.265 19.670 15.296
H 10.085 18.182 16.330
H 11.029 20.288 17.444
H 12.418 20.044 16.356
H 12.996 18.167 17.484
H 11.232 18.506 14.069
C 5.234 13.077 16.618
C 5.922 11.763 16.359
O 6.807 11.399 17.436
O 6.079 14.187 16.537
H 4.749 13.046 17.624
H 4.421 13.214 15.871
H 6.522 11.782 15.412
H 5.224 10.943 16.246
H 7.554 12.025 17.437
H 7.023 13.951 16.635
C 12.236 10.655 18.926
C 10.795 10.992 19.257
O 10.031 9.917 19.810
O 12.953 10.309 20.119
H 12.711 11.509 18.423
H 12.156 9.773 18.280
H 10.311 11.347 18.327
H 10.772 11.809 19.972
H 9.857 9.309 19.088
H 12.375 9.599 20.424
C 8.841 8.705 16.617
C 9.060 9.546 15.351
O 9.736 10.763 15.557
O 10.172 8.600 17.275
H 8.423 7.728 16.290
H 8.196 9.126 17.406
H 8.066 9.655 14.916
H 9.703 8.995 14.670
H 9.338 11.635 15.729
H 10.760 9.223 16.834
*
```

## Properties
- LUMO energy (eV) = 0.51
- orbital gap (hartree) = 0.3180
- HOMO (eV) = -8.14
- structure (SMILES) = CC1(C)CCCC(C)(C)N1O.CC1(C)CCCC(C)(C)N1O.CC1(C)CCCC(C)(C)N1O.NC(N)=O.NC(N)=O.OCCO.OCCO.OCCO.OCCO
- E_tot (eV) = -76856.129

Entry 2:
C37H95Cl8O34P7 | ωB97M-V/def2-TZVPD

Geometry as ORCA input:
```
! RIJCOSX wB97M-V def2-TZVPD def2/J DEFGRID3
* xyz 1 2
C -4.371 0.394 1.217
Cl -5.756 0.173 2.354
Cl -4.688 0.030 -0.520
H -4.101 1.448 1.276
H -3.560 -0.271 1.516
C -3.884 2.360 -4.996
Cl -4.065 2.025 -3.182
Cl -3.547 0.832 -5.886
H -4.781 2.724 -5.496
H -3.051 3.060 -5.070
C -2.517 4.469 1.089
Cl -0.971 3.820 0.658
Cl -3.082 5.912 0.198
H -3.167 3.711 0.652
H -2.619 4.729 2.143
C 2.905 -2.206 -2.223
Cl 3.801 -3.763 -2.298
Cl 3.984 -0.958 -2.588
H 2.135 -2.236 -2.994
H 2.528 -2.093 -1.206
C -0.187 0.323 2.103
O -1.060 0.433 1.027
P -0.910 -0.353 -0.389
O 0.431 -0.703 -0.901
O -1.743 0.659 -1.407
C -1.058 1.779 -2.033
O -2.021 -1.594 -0.154
C -1.804 -2.474 0.841
H 0.646 -0.347 1.893
H -0.674 -0.141 2.961
H 0.319 1.244 2.392
H -0.074 2.036 -1.640
H -1.713 2.647 -1.955
H -1.045 1.595 -3.107
H -2.668 -3.087 1.096
H -1.555 -1.766 1.632
H -1.064 -3.103 0.348
C 6.274 -2.984 0.318
O 5.892 -2.481 1.601
P 4.327 -1.863 1.565
O 3.877 -1.548 2.952
O 4.319 -0.660 0.452
C 4.963 0.588 0.802
O 3.480 -3.063 0.818
C 2.422 -3.701 1.519
H 6.354 -2.199 -0.434
H 5.517 -3.690 -0.023
H 7.270 -3.426 0.360
H 4.254 1.272 1.268
H 5.478 1.045 -0.043
H 5.691 0.385 1.589
H 1.706 -4.065 0.782
H 1.786 -3.019 2.083
H 2.671 -4.429 2.292
C -4.158 8.485 -2.204
O -4.683 7.192 -2.524
P -4.426 6.620 -3.987
O -5.049 5.324 -4.388
O -4.930 7.893 -4.974
C -6.262 7.946 -5.410
O -2.804 6.737 -4.082
C -1.954 5.845 -3.417
H -5.057 9.073 -2.018
H -3.659 9.003 -3.022
H -3.616 8.553 -1.261
H -6.673 8.949 -5.292
H -7.000 7.287 -4.952
H -6.246 7.674 -6.465
H -2.554 5.075 -2.932
H -1.435 6.525 -2.741
H -1.242 5.291 -4.029
C 3.556 2.708 -1.657
O 4.784 2.051 -2.127
P 5.642 2.761 -3.313
O 7.046 2.284 -3.355
O 4.734 2.476 -4.632
C 4.848 1.328 -5.377
O 5.335 4.330 -3.213
C 5.906 5.100 -2.032
H 2.733 2.045 -1.922
H 3.177 3.592 -2.169
H 3.633 2.917 -0.590
H 3.799 1.087 -5.551
H 5.391 0.467 -4.988
H 5.140 1.731 -6.347
H 5.754 4.793 -0.997
H 5.801 6.174 -2.187
H 6.985 4.978 -2.125
C -7.057 -4.250 4.014
O -6.738 -3.932 2.677
P -5.265 -3.553 2.294
O -4.507 -2.910 3.331
O -5.435 -2.666 0.961
C -6.240 -3.159 -0.095
O -4.667 -4.915 1.693
C -4.468 -6.163 2.454
H -7.738 -3.454 4.314
H -6.162 -4.192 4.633
H -7.604 -5.183 4.154
H -5.908 -4.164 -0.356
H -6.175 -2.590 -1.022
H -7.259 -3.211 0.287
H -4.255 -7.012 1.804
H -5.438 -6.354 2.914
H -3.724 -6.153 3.250
C -0.467 1.645 -8.639
O 0.583 2.364 -7.916
P 0.533 2.497 -6.292
O -0.807 2.881 -5.812
O 1.681 3.620 -6.028
C 2.719 3.957 -6.958
O 1.255 1.157 -5.690
C 0.592 0.181 -4.791
H -0.976 0.837 -8.114
H -0.175 0.992 -9.462
H -1.160 2.283 -9.187
H 2.379 4.313 -7.930
H 3.592 3.305 -6.918
H 3.141 4.813 -6.432
H 0.866 -0.792 -5.199
H -0.486 0.333 -4.759
H 0.972 0.296 -3.776
C -2.045 -0.471 7.613
O -1.377 0.428 6.765
P 0.179 0.203 6.382
O 0.976 -0.067 7.644
O 0.525 1.497 5.535
C 0.075 2.801 5.862
O 0.157 -0.996 5.305
C 1.452 -1.528 4.899
H -1.413 -1.303 7.922
H -2.845 -1.004 7.099
H -2.549 0.037 8.435
H 0.785 3.615 5.719
H -0.209 3.089 6.875
H -0.847 3.082 5.352
H 1.749 -2.558 5.096
H 2.281 -0.876 5.174
H 1.516 -1.374 3.822
O -0.113 -3.666 3.341
C -0.951 -4.235 4.086
O -1.299 -5.601 4.125
C -0.351 -6.587 3.615
C 0.557 -6.964 4.776
C -1.710 -3.486 5.117
H 0.330 -6.126 2.899
H -0.833 -7.495 3.254
H 1.342 -7.653 4.463
H 0.094 -7.318 5.697
H 1.142 -6.076 5.014
H -2.702 -3.931 5.194
H -1.878 -2.437 4.874
H -1.258 -3.469 6.109
O 0.844 -6.179 -3.188
C -0.068 -7.028 -2.929
O -0.978 -6.829 -1.972
C -1.032 -5.727 -1.014
C -1.895 -6.082 0.206
C -0.294 -8.329 -3.676
H -1.257 -4.724 -1.377
H 0.011 -5.613 -0.717
H -1.333 -6.702 0.904
H -2.870 -6.455 -0.109
H -2.202 -5.137 0.654
H -0.774 -9.165 -3.167
H 0.619 -8.797 -4.045
H -0.942 -8.035 -4.501
O 3.842 4.567 3.824
C 3.965 3.343 3.902
O 5.055 2.623 4.285
C 6.273 3.315 4.647
C 7.285 3.116 3.481
C 2.710 2.461 3.692
H 6.771 2.816 5.479
H 6.114 4.387 4.759
H 8.315 3.042 3.828
H 7.358 4.052 2.927
H 6.875 2.305 2.880
H 2.462 1.901 4.594
H 3.057 1.730 2.961
H 1.903 3.029 3.230
*
```

## Properties
- LUMO energy (alpha / beta) (eV) = -2.01 / -9.36
- orbital gap (alpha / beta) (hartree) = 0.3617 / 0.0917
- HOMO (alpha / beta) (eV) = -11.85 / -11.85
- E_tot (eV) = -274726.745

Entry 3:
C37H98NO14S | ωB97M-V/def2-TZVPD

Geometry as ORCA input:
```
! RIJCOSX wB97M-V def2-TZVPD def2/J DEFGRID3
* xyz 1 1
C -4.371 5.223 2.530
O -3.831 3.866 2.847
C -2.365 3.824 2.571
S -2.191 4.250 0.724
C -0.720 5.393 0.623
N 0.573 4.857 1.194
C -1.925 2.632 -0.241
O -0.793 2.616 -1.128
C 0.428 2.005 -0.685
O 0.388 0.993 0.365
C 0.893 1.607 1.622
C 1.040 0.567 2.878
O 2.448 0.247 3.247
H -3.552 6.068 2.712
H -4.792 5.303 1.433
H -5.278 5.388 3.270
H -1.822 4.678 3.173
H -1.908 2.772 2.827
H -0.994 6.345 1.291
H -0.583 5.838 -0.473
H 0.794 5.367 2.086
H 1.364 4.890 0.515
H -2.061 1.753 0.513
H -2.892 2.581 -0.944
H 1.207 2.878 -0.443
H 0.909 1.462 -1.636
H 0.045 2.384 1.943
H 1.939 2.101 1.457
H 0.376 -0.372 2.672
H 0.589 1.131 3.827
H 3.054 0.459 2.471
C 6.444 2.460 0.042
C 5.599 2.809 1.257
C 6.284 2.389 2.547
O 4.337 2.154 1.158
H 6.610 1.378 -0.023
H 5.932 2.756 -0.880
H 7.416 2.961 0.080
H 5.408 3.887 1.275
H 6.445 1.306 2.572
H 5.659 2.636 3.413
H 7.252 2.888 2.661
H 4.496 1.196 1.141
C -4.159 -0.953 1.060
C -3.557 -0.550 2.396
C -4.467 -0.934 3.552
O -3.343 0.859 2.412
H -5.117 -0.447 0.893
H -3.499 -0.659 0.236
H -4.322 -2.034 1.010
H -2.581 -1.032 2.520
H -5.436 -0.428 3.474
H -4.027 -0.627 4.507
H -4.639 -2.015 3.577
H -4.204 1.295 2.303
C 0.056 -2.168 -2.601
C 0.080 -2.899 -1.268
C -1.244 -2.753 -0.533
O 1.129 -2.372 -0.459
H -0.112 -1.095 -2.457
H 1.019 -2.271 -3.113
H -0.730 -2.561 -3.252
H 0.294 -3.960 -1.433
H -1.458 -1.701 -0.316
H -1.208 -3.273 0.430
H -2.069 -3.163 -1.123
H 0.947 -1.430 -0.307
C -3.478 -3.388 -4.066
C -3.169 -4.778 -3.533
C -3.630 -5.857 -4.500
O -3.821 -4.958 -2.279
H -4.557 -3.252 -4.205
H -3.152 -2.622 -3.354
H -2.978 -3.212 -5.024
H -2.092 -4.874 -3.360
H -4.714 -5.809 -4.654
H -3.412 -6.852 -4.098
H -3.135 -5.755 -5.471
H -4.778 -4.874 -2.423
C -1.794 -9.350 -3.125
C -1.192 -8.947 -1.788
C -2.102 -9.332 -0.632
O -0.977 -7.538 -1.772
H -2.751 -8.844 -3.292
H -1.134 -9.056 -3.948
H -1.957 -10.431 -3.175
H -0.216 -9.429 -1.664
H -3.070 -8.825 -0.711
H -1.661 -9.025 0.322
H -2.274 -10.412 -0.608
H -1.838 -7.102 -1.882
C -3.035 -8.283 3.780
C -3.870 -9.344 3.082
C -4.812 -10.036 4.055
O -3.007 -10.312 2.491
H -2.412 -8.728 4.565
H -2.353 -7.802 3.071
H -3.669 -7.514 4.232
H -4.449 -8.884 2.274
H -4.253 -10.543 4.849
H -5.399 -10.805 3.541
H -5.500 -9.320 4.515
H -2.490 -10.726 3.202
C -6.614 9.384 3.428
C -6.063 9.073 2.045
C -6.383 10.185 1.058
O -6.626 7.850 1.577
H -7.705 9.484 3.402
H -6.387 8.570 4.124
H -6.188 10.312 3.822
H -4.979 8.934 2.103
H -7.466 10.313 0.949
H -5.992 9.942 0.064
H -5.950 11.137 1.382
H -7.590 7.965 1.522
C 4.378 -3.055 -6.200
C 3.534 -2.706 -4.985
C 4.219 -3.126 -3.694
O 2.271 -3.361 -5.084
H 4.544 -4.137 -6.264
H 3.867 -2.759 -7.122
H 5.351 -2.554 -6.162
H 3.343 -1.628 -4.967
H 4.379 -4.209 -3.670
H 3.594 -2.880 -2.829
H 5.187 -2.627 -3.581
H 2.431 -4.319 -5.100
C 4.043 7.126 3.665
C 5.045 6.000 3.462
C 6.053 5.944 4.598
O 5.733 6.197 2.229
H 4.547 8.099 3.692
H 3.331 7.162 2.833
H 3.486 6.995 4.597
H 4.515 5.044 3.392
H 6.628 6.875 4.658
H 6.775 5.137 4.432
H 5.556 5.778 5.559
H 6.207 7.044 2.282
C 6.298 1.577 -4.650
C 6.660 2.979 -4.186
C 7.253 3.802 -5.319
O 7.601 2.895 -3.120
H 7.185 1.040 -5.003
H 5.883 0.993 -3.822
H 5.563 1.607 -5.461
H 5.767 3.480 -3.797
H 8.175 3.343 -5.695
H 7.521 4.804 -4.967
H 6.547 3.898 -6.149
H 8.397 2.452 -3.456
*
```

## Properties
- LUMO energy (eV) = -2.61
- orbital gap (hartree) = 0.3086
- HOMO (eV) = -11.01
- E_tot (eV) = -80936.455